Entry 1:
ORCA calculation (the ωB97M-V functional and the def2-TZVPD basis) on a 2-piece molecular cluster, C14H17BBrN3O8 overall.

HOMO level: -8.74 eV
E: -106366.1382 eV
HOMO-LUMO gap: 5.72 eV
E_LUMO: -0.111 Ha

Cartesian coordinates (Å):
C -0.086 -3.358 -0.441
C 0.773 -2.251 -1.083
C 0.931 -0.982 -0.224
C 0.231 0.314 -0.680
C -1.059 0.704 0.069
C -2.363 0.656 -0.752
C -2.699 -0.715 -1.249
C -2.423 -1.147 -2.527
C -2.794 -2.453 -2.920
Br -2.407 -3.061 -4.636
N -3.413 -3.296 -2.131
N -3.652 -2.848 -0.914
C -3.323 -1.661 -0.401
N -3.589 -1.396 0.946
H -0.666 -2.966 0.404
H 0.535 -4.162 -0.036
H -0.763 -3.832 -1.155
H 0.362 -1.986 -2.066
H 1.765 -2.666 -1.270
H 1.997 -0.748 -0.160
H 0.636 -1.193 0.810
H 0.072 0.298 -1.767
H 0.935 1.129 -0.498
H -0.971 1.737 0.416
H -1.168 0.103 0.974
H -3.188 1.002 -0.122
H -2.301 1.330 -1.611
H -1.930 -0.493 -3.236
H -4.111 -3.527 -0.316
H -4.539 -1.090 1.127
H -3.351 -2.163 1.564
B 3.295 3.145 1.856
O 3.009 4.358 1.086
C 4.119 4.783 0.490
O 4.222 5.736 -0.220
C 5.253 3.800 0.876
O 6.390 3.860 0.518
O 4.721 2.873 1.666
O 2.933 3.289 3.282
C 2.022 2.398 3.623
O 1.507 2.254 4.693
C 1.714 1.557 2.363
O 0.914 0.663 2.276
O 2.460 2.007 1.380

---

Entry 2:
ORCA calculation (the ωB97M-V functional and the def2-TZVPD basis) on C14H17BEuF6N6O as an isolated structure.

HOMO level (spin up / spin down): -5.55 / -6.06 eV
Energy above the lowest of the compared OMol25 structures with the same formula, charge and spin: 0.0 kJ/mol
E: -62092.1368 eV
HOMO-LUMO gap (spin up / spin down): 5.85 / 6.35 eV
E_LUMO (spin up / spin down): 0.011 / 0.011 Ha
2S+1: 8

Cartesian coordinates (Å):
H 3.084 -1.224 -1.156
N 1.909 0.501 -0.858
B 0.431 2.591 -1.096
N 1.372 1.474 -1.630
C 1.773 1.247 -2.896
Eu -0.577 -0.118 1.411
H 1.476 1.911 -3.693
C 2.575 0.109 -2.909
H 3.061 -0.329 -3.758
C 2.616 -0.361 -1.601
H 0.615 3.613 -1.691
C -2.633 -0.321 2.563
H -2.230 -0.212 3.587
H -3.207 -1.253 2.463
H -3.245 0.558 2.292
N 0.628 2.784 0.440
N -1.041 2.110 -1.352
N 0.451 1.685 1.325
N -1.511 1.008 -0.643
C 0.880 3.889 1.159
C -1.999 2.549 -2.190
H 1.035 4.833 0.653
H -1.820 3.413 -2.811
C 0.879 3.570 2.523
C -3.120 1.726 -2.056
C 0.597 2.201 2.595
C -2.771 0.777 -1.074
H 1.054 4.245 3.343
H -4.049 1.798 -2.586
H 0.464 1.564 3.468
H -3.356 -0.033 -0.652
H 1.684 0.375 0.135
C 0.611 -3.871 -0.884
C 0.286 -2.935 0.274
O 0.125 -1.638 -0.112
C -0.982 -3.486 1.019
F -0.937 -4.830 1.206
F -1.154 -2.908 2.263
F -2.114 -3.200 0.300
C 1.475 -2.931 1.283
F 1.686 -4.096 1.938
F 2.641 -2.601 0.644
F 1.294 -1.949 2.254
H -0.305 -4.027 -1.464
H 0.994 -4.823 -0.502
H 1.355 -3.385 -1.520

---

Entry 3:
ORCA calculation (the ωB97M-V functional and the def2-TZVPD basis) on C14H17BaIN2O as an isolated structure.

HOMO level (spin up / spin down): -6.58 / -4.85 eV
Energy above the lowest of the compared OMol25 structures with the same formula, charge and spin: 148.6 kJ/mol
E: -28608.5912 eV
HOMO-LUMO gap (spin up / spin down): 4.58 / 2.86 eV
E_LUMO (spin up / spin down): -0.074 / -0.073 Ha

Cartesian coordinates (Å):
C 3.437 0.594 3.033
C 4.592 0.968 0.508
H 2.920 1.598 2.998
H 4.455 0.479 2.734
H 2.777 -0.265 3.167
H 4.096 1.125 -0.459
H 4.525 1.731 1.272
H 4.964 -0.021 0.738
C -2.137 0.197 2.035
C -3.474 0.129 2.426
C -4.429 0.033 1.398
C -4.055 0.086 0.046
H -1.319 0.356 2.783
H -3.757 0.109 3.490
H -5.477 -0.069 1.659
H -4.770 0.080 -0.788
N -1.764 0.091 0.748
C -2.680 0.060 -0.290
C -2.112 0.087 -1.751
N -0.752 0.205 -1.890
C -0.105 0.434 -3.045
C -2.175 0.076 -4.175
C -0.785 0.297 -4.265
H 0.972 0.697 -2.985
H -0.248 0.343 -5.217
C -2.864 0.021 -2.944
H -3.945 -0.124 -2.850
H -2.727 -0.048 -5.092
Ba 0.091 1.609 -0.035
I -0.019 4.713 0.780
C 3.233 -2.732 1.191
C 1.984 -2.172 0.661
O 0.954 -2.156 0.171
H 3.815 -1.854 1.592
H 3.795 -3.222 0.344
H 2.986 -3.455 2.011

---

Entry 4:
ORCA calculation (the ωB97M-V functional and the def2-TZVPD basis) on C14H17BrCl8Cs2F3Na2O9S4 as an isolated structure.

HOMO level: -8.47 eV
E: -264836.5827 eV
HOMO-LUMO gap: 3.05 eV
E_LUMO: -0.199 Ha
Net charge: +1

Cartesian coordinates (Å):
S 3.585 0.511 -1.088
S 1.488 0.270 -1.491
C 0.667 1.706 -0.613
C -0.943 1.859 -0.882
C -2.123 0.885 -0.255
C -3.719 1.155 -0.551
C -4.132 2.453 -1.509
C -2.988 3.450 -2.181
C -1.410 3.142 -1.842
H 3.664 1.783 -0.467
H 1.416 0.370 -2.891
H 1.231 2.692 -0.962
H 0.881 1.630 0.559
H -1.737 -0.011 0.430
H -4.503 0.427 -0.071
H -5.288 2.630 -1.730
H -3.317 4.332 -2.878
H -0.612 3.867 -2.311
Br -3.088 2.445 -4.148
C -1.344 -4.499 -0.100
C -1.507 -5.071 1.305
O -1.327 -3.962 2.183
S -1.874 -2.612 1.450
O -3.220 -2.359 1.915
O -0.829 -1.616 1.488
O -1.963 -3.214 -0.063
H -0.287 -4.360 -0.350
H -1.817 -5.127 -0.860
H -0.779 -5.857 1.522
H -2.519 -5.461 1.457
O 3.266 3.552 1.618
C 3.048 3.582 2.940
C 1.576 3.033 3.248
O 1.353 3.076 4.569
H 3.108 4.567 3.436
H 3.726 2.983 3.574
H 1.522 2.043 2.763
H 0.898 3.622 2.606
Na 3.212 1.507 1.894
Na -0.988 4.138 0.340
C -1.588 0.943 5.755
Cl -2.977 2.042 5.563
Cl -1.057 0.372 4.154
Cl -0.250 1.811 6.550
Cl -2.068 -0.452 6.755
C -6.088 -0.690 -3.411
Cl -5.063 -1.393 -4.688
Cl -6.460 -1.938 -2.195
Cl -5.225 0.660 -2.633
Cl -7.604 -0.091 -4.129
C 6.318 -1.964 -2.672
F 5.121 -2.067 -3.333
F 6.771 -0.693 -2.917
F 6.010 -1.998 -1.336
S 7.543 -3.284 -3.172
O 7.753 -3.099 -4.614
O 6.899 -4.563 -2.842
O 8.750 -3.024 -2.375
Cs -1.804 -7.718 0.920
Cs 2.696 3.581 -1.434

---

Entry 5:
ORCA calculation (the ωB97M-V functional and the def2-TZVPD basis) on a 4-piece molecular cluster, C14H17BrF4NO10 overall.

HOMO level: -2.97 eV
Energy above the lowest of the compared OMol25 structures with the same formula, charge and spin: 347.1 kJ/mol
E: -117668.2388 eV
HOMO-LUMO gap: 4.53 eV
E_LUMO: 0.057 Ha
Net charge: -1

Cartesian coordinates (Å):
C -0.073 -2.178 -2.623
C -1.103 -2.105 -3.896
C -0.435 -1.422 -5.260
F -1.016 -2.217 -6.406
N 1.068 -1.540 -5.148
C 1.762 -1.386 -6.484
C 2.338 -2.872 -6.927
O 3.655 -3.107 -6.782
Br 1.208 -4.361 -7.672
H -0.739 -2.114 -1.635
H 0.469 -3.224 -2.627
H 0.692 -1.295 -2.547
H -1.385 -3.228 -4.164
H -2.099 -1.515 -3.649
H -0.819 -0.310 -5.433
H 2.724 -0.707 -6.290
H 1.099 -0.868 -7.300
C 0.216 -0.564 2.779
C -0.967 -1.349 2.322
O -1.242 -0.817 1.046
C -0.037 -0.390 0.572
O 0.183 -0.124 -0.597
O 0.897 -0.303 1.568
F -2.034 -1.119 3.119
H -0.061 0.384 3.251
H 0.848 -1.129 3.470
H -0.787 -2.426 2.241
C 2.261 2.134 -0.164
C 2.232 3.158 0.920
O 3.595 3.448 1.135
C 4.198 3.231 -0.068
O 5.313 3.632 -0.356
O 3.397 2.514 -0.914
F 1.722 2.639 2.059
H 2.402 1.117 0.218
H 1.358 2.156 -0.780
H 1.697 4.076 0.656
C -4.007 1.568 5.632
C -3.689 1.199 7.041
O -2.327 0.840 6.988
C -1.805 1.578 5.969
O -0.611 1.751 5.791
O -2.784 2.107 5.173
F -4.400 0.117 7.429
H -4.275 0.701 5.018
H -4.811 2.306 5.567
H -3.828 2.013 7.760

---

Entry 6:
ORCA calculation (the ωB97M-V functional and the def2-TZVPD basis) on a 2-piece molecular cluster, C14H17Cl2N2O2 overall.

HOMO level: -12.42 eV
E: -46895.2979 eV
HOMO-LUMO gap: 8.09 eV
E_LUMO: -0.159 Ha
Net charge: +1

Cartesian coordinates (Å):
C -3.268 -3.023 2.271
C -2.679 -2.543 0.951
O -1.536 -2.792 0.676
O -3.448 -1.773 0.262
C -2.942 -1.235 -1.160
H -2.623 -1.933 -1.592
H -3.936 -0.602 -1.344
C -1.872 -0.216 -0.858
H -1.791 0.116 0.217
H -2.282 0.754 -1.460
C -0.557 -0.702 -1.111
N 0.611 0.183 -0.813
C 1.000 1.388 -1.715
N 1.853 1.916 -0.698
C 2.148 1.141 0.310
C 2.923 1.506 1.529
C 2.791 0.563 2.368
C 1.903 -0.527 2.430
C 0.994 -0.935 1.346
C 1.119 0.218 0.421
H 0.453 -1.658 1.266
Cl 1.844 -1.661 3.903
Cl 3.819 0.555 3.967
H 3.598 2.290 1.685
C 2.736 2.856 -1.136
H 3.133 3.435 -0.320
H 1.956 4.026 -1.619
H 3.284 2.780 -1.876
C 0.510 2.014 -2.760
H -0.038 2.924 -2.705
H 1.350 1.907 -3.425
H -0.126 1.154 -3.355
H -0.602 -0.737 -2.356
H -0.333 -1.521 -0.951
H -3.995 -2.406 2.520
H -2.523 -3.255 3.206
H -3.473 -4.205 1.929

---

Entry 7:
ORCA calculation (the ωB97M-V functional and the def2-TZVPD basis) on a single C14H17Cl2N3O2S molecule.

HOMO level: -8.10 eV
SMILES: O=C(Cc1ccc(Cl)c(Cl)c1)NNC(=S)NC[C@H]1CCCO1
Energy above the lowest of the compared OMol25 structures with the same formula, charge and spin: 54.0 kJ/mol
E: -59239.4422 eV
HOMO-LUMO gap: 8.58 eV
E_LUMO: 0.018 Ha

Cartesian coordinates (Å):
O 0.687 -1.725 3.793
C 0.885 -1.289 2.679
N 0.379 -0.101 2.267
N -0.539 0.554 3.109
C -1.861 0.708 2.768
N -2.177 1.150 1.524
H -3.176 1.214 1.384
C -1.371 2.012 0.688
H -1.972 2.887 0.422
H -0.502 2.354 1.259
C -0.883 1.321 -0.604
H -1.513 0.442 -0.787
C -0.867 2.249 -1.828
H -1.758 2.127 -2.438
H -0.796 3.290 -1.508
C 0.412 1.836 -2.551
H 0.824 2.624 -3.176
C 1.310 1.492 -1.369
H 2.116 0.799 -1.609
H 1.732 2.403 -0.922
O 0.456 0.848 -0.437
H 0.239 0.946 -3.156
S -3.046 0.446 3.881
H -0.437 0.155 4.045
H 0.477 0.231 1.312
C 1.772 -1.977 1.650
C 1.178 -2.024 0.273
C -0.192 -2.186 0.101
C -0.749 -2.183 -1.166
C 0.066 -2.042 -2.285
C 1.437 -1.927 -2.122
C 1.984 -1.912 -0.853
H 3.053 -1.806 -0.738
H 2.065 -1.834 -2.994
Cl -0.620 -1.998 -3.867
Cl -2.459 -2.330 -1.345
H -0.839 -2.302 0.958
H 2.735 -1.462 1.625
H 1.948 -2.991 2.019

---

Entry 8:
ORCA calculation (the ωB97M-V functional and the def2-TZVPD basis) on a single C14H17Cl3N2O4S molecule.

HOMO level: -8.19 eV
SMILES: CCOC(=O)c1c(N[C@H](NC(C)=O)C(Cl)(Cl)Cl)sc(C(C)=O)c1C
Energy above the lowest of the compared OMol25 structures with the same formula, charge and spin: 0.0 kJ/mol
E: -74368.1195 eV
HOMO-LUMO gap: 8.56 eV
E_LUMO: 0.014 Ha

Cartesian coordinates (Å):
C 4.089 3.867 2.844
C 2.677 3.434 2.501
H 2.159 3.025 3.377
H 2.082 4.270 2.118
O 2.753 2.422 1.497
C 1.595 1.926 1.068
O 0.520 2.312 1.509
C 1.717 0.889 0.051
C 0.568 0.253 -0.420
N -0.689 0.581 -0.060
C -1.846 -0.215 -0.311
N -2.965 0.596 -0.678
C -3.627 0.419 -1.865
O -3.277 -0.405 -2.672
C -4.803 1.347 -2.030
H -5.247 1.192 -3.009
H -4.482 2.381 -1.936
H -5.545 1.139 -1.263
H -3.289 1.277 -0.008
H -1.659 -0.894 -1.158
C -2.201 -1.066 0.941
Cl -3.618 -2.074 0.604
Cl -0.830 -2.097 1.385
Cl -2.566 0.018 2.306
H -0.709 1.292 0.682
S 0.930 -0.967 -1.574
C 2.653 -0.633 -1.446
C 2.906 0.376 -0.545
C 4.269 0.878 -0.228
H 4.321 1.949 -0.411
H 4.486 0.716 0.826
H 5.009 0.365 -0.833
C 3.585 -1.406 -2.256
O 4.789 -1.242 -2.222
C 2.950 -2.440 -3.154
H 2.389 -3.158 -2.559
H 3.726 -2.958 -3.712
H 2.261 -1.962 -3.848
H 4.058 4.639 3.608
H 4.661 3.022 3.217
H 4.585 4.261 1.961

---

Entry 9:
ORCA calculation (the ωB97M-V functional and the def2-TZVPD basis) on C14H17Cl9FIO4S as an isolated structure.

HOMO level: -9.24 eV
E: -157336.5382 eV
HOMO-LUMO gap: 8.11 eV
E_LUMO: -0.041 Ha

Cartesian coordinates (Å):
O 1.851 3.641 -0.392
C 1.757 2.497 -0.078
C 2.057 1.448 -1.120
C 2.325 0.214 -0.730
C 2.697 -0.959 -1.611
C 2.865 -0.629 -3.107
C 4.247 -0.063 -3.512
C 5.446 -0.760 -2.842
S 7.049 -0.470 -3.671
O 7.494 -1.753 -4.119
O 7.953 0.137 -2.752
Cl 6.793 0.674 -5.353
C 2.267 -0.091 0.753
O 2.709 -1.105 1.183
C 1.618 0.872 1.727
I 1.096 0.236 3.682
C 1.396 2.103 1.326
F 0.871 3.003 2.120
H 2.066 1.699 -2.176
H 3.580 -1.434 -1.159
H 1.900 -1.716 -1.523
H 2.118 0.118 -3.416
H 2.636 -1.531 -3.688
H 4.285 1.029 -3.393
H 4.349 -0.232 -4.597
H 5.523 -0.382 -1.813
H 5.338 -1.847 -2.752
C -3.428 -0.413 4.553
Cl -3.201 -2.166 4.561
Cl -2.111 0.409 3.704
H -4.364 -0.187 4.045
H -3.461 -0.057 5.578
C -6.163 -3.925 2.585
Cl -5.004 -3.305 1.407
Cl -6.990 -2.612 3.438
H -6.904 -4.525 2.066
H -5.634 -4.533 3.310
C -7.275 1.264 2.575
Cl -5.545 1.313 2.944
Cl -7.565 1.251 0.834
H -7.698 0.364 3.008
H -7.747 2.142 3.003
C -2.291 2.148 -1.026
Cl -3.152 1.847 0.484
Cl -0.777 1.229 -1.105
H -2.923 1.852 -1.857
H -2.057 3.206 -1.094

---

Entry 10:
ORCA calculation (the ωB97M-V functional and the def2-TZVPD basis) on C14H17ClF6N6O8PtS4 as an isolated structure.

HOMO level: -14.63 eV
Energy above the lowest of the compared OMol25 structures with the same formula, charge and spin: 20.2 kJ/mol
E: -115505.5651 eV
HOMO-LUMO gap: 6.08 eV
E_LUMO: -0.314 Ha
Net charge: +2

Cartesian coordinates (Å):
Pt 0.439 0.196 0.879
O -2.911 0.742 2.506
Cl -2.655 1.264 1.208
O -3.734 1.126 0.324
O -2.126 2.580 1.278
O -1.561 0.356 0.571
N -0.653 3.627 -1.065
C 0.422 2.869 -1.020
S 0.988 2.433 0.615
N 1.133 2.557 -2.078
C 0.815 2.831 -3.451
C 0.460 4.105 -3.873
C 0.158 4.306 -5.213
C 0.225 3.252 -6.112
C 0.614 1.990 -5.681
C 0.913 1.773 -4.346
H -1.263 3.651 -0.258
H -1.008 3.968 -1.950
H 1.890 1.911 -1.925
H 0.488 4.955 -3.202
H -0.110 5.296 -5.554
H -0.010 3.418 -7.155
H 0.683 1.172 -6.383
H 1.209 0.788 -4.006
N 3.482 -0.294 1.074
C 2.357 -0.109 1.009
H 4.469 -0.483 1.129
C 2.137 -1.661 4.591
N 0.697 -1.714 4.419
C -0.099 -2.812 5.001
C -1.544 -2.452 4.600
N -1.370 -1.127 3.992
C -0.100 -0.820 3.874
S 0.427 0.711 3.158
H 2.551 -2.645 4.376
H 2.390 -1.383 5.614
H 2.560 -0.930 3.909
H 0.046 -2.833 6.081
H 0.235 -3.761 4.584
H -2.213 -2.390 5.455
H -1.963 -3.143 3.870
H -2.097 -0.589 3.535
F 0.465 -4.674 1.786
C -0.038 -4.478 0.572
F 0.638 -5.145 -0.326
F -1.313 -4.801 0.549
S 0.200 -2.671 0.215
O -0.323 -1.885 1.367
O 1.624 -2.528 0.058
N -0.651 -2.373 -1.060
S -0.152 -1.240 -2.016
O 0.502 -0.133 -1.222
O 0.620 -1.622 -3.141
C -1.734 -0.443 -2.672
F -1.691 -0.526 -3.983
F -2.791 -1.048 -2.191
F -1.727 0.836 -2.313

---

Entry 11:
ORCA calculation (the ωB97M-V functional and the def2-TZVPD basis) on a single C14H17ClFNO molecule.

HOMO level: -9.43 eV
SMILES: O=C(NCC1CCCCC1)c1ccc(F)cc1Cl
E: -33572.3872 eV
HOMO-LUMO gap: 10.09 eV
E_LUMO: 0.024 Ha

Cartesian coordinates (Å):
O -1.707 0.847 -1.664
C -0.956 1.382 -0.873
N -0.809 0.986 0.406
H -0.126 1.437 0.994
C -1.440 -0.206 0.925
H -2.177 -0.520 0.183
H -1.958 0.048 1.857
C -0.432 -1.333 1.177
C 0.309 -1.703 -0.119
C 0.749 -3.171 -0.125
C 1.122 -3.615 1.284
C -0.119 -3.618 2.187
C -1.139 -2.563 1.742
H -1.768 -2.280 2.588
H -1.793 -2.973 0.971
H -0.592 -4.600 2.164
H 0.185 -3.426 3.218
H 1.874 -2.931 1.681
H 1.566 -4.612 1.263
H -0.058 -3.806 -0.495
H 1.598 -3.296 -0.798
H 1.185 -1.062 -0.227
H -0.340 -1.515 -0.976
H 0.292 -0.982 1.922
C -0.188 2.618 -1.256
C -0.870 3.550 -2.036
C -0.269 4.716 -2.467
C 1.053 4.938 -2.122
C 1.776 4.028 -1.374
C 1.146 2.870 -0.944
Cl 2.103 1.737 -0.052
H 2.810 4.219 -1.139
F 1.662 6.065 -2.528
H -0.800 5.439 -3.064
H -1.892 3.330 -2.302